(1)
Entry from the Open Molecules 2025 dataset: a structure of composition C40H100B6CrF24N5O5 in a non-equilibrium geometry (ωB97M-V/def2-TZVPD).

The charge is +2. Its energy is -158503.819 eV. The value obtained for the orbital gap (alpha / beta) is 7.449 / 8.171 eV. The strongest force on any atom comes out at 4.6 eV/Å. The spin multiplicity is 4.

```
181
C40H100B6CrF24N5O5 | the Open Molecules 2025 dataset | ωB97M-V/def2-TZVPD
Cr -1.852 -1.388 -1.418
C -4.364 1.197 -4.850
C -5.690 1.883 -4.369
N -5.650 3.458 -4.007
C -5.515 4.197 -5.313
C -7.060 3.649 -3.405
C -7.364 5.144 -3.042
C -4.407 3.892 -3.198
C -4.373 3.097 -1.849
O -5.318 3.720 -0.952
C -5.442 2.871 0.241
H -3.450 1.458 -4.316
H -3.984 1.494 -5.828
H -4.475 0.113 -4.810
H -6.011 1.389 -3.452
H -6.502 1.831 -5.095
H -4.700 3.855 -5.950
H -5.510 5.274 -5.149
H -6.426 3.976 -5.870
H -7.116 3.076 -2.480
H -7.842 3.201 -4.018
H -6.743 5.536 -2.237
H -8.356 5.268 -2.607
H -7.242 5.692 -3.977
H -4.306 4.960 -3.009
H -3.641 3.642 -3.932
H -3.409 3.230 -1.357
H -4.647 2.045 -1.916
H -4.916 3.257 1.114
H -5.129 1.834 0.124
H -6.495 2.792 0.512
C 3.711 -2.390 7.470
C 3.250 -1.608 6.205
N 4.381 -1.337 5.111
C 5.646 -0.740 5.752
C 4.924 -2.700 4.542
C 6.056 -2.637 3.547
C 3.844 -0.401 4.024
C 2.521 -0.718 3.378
O 2.468 -2.117 3.035
C 1.188 -2.516 2.508
H 4.038 -3.407 7.251
H 2.796 -2.529 8.045
H 4.486 -1.798 7.957
H 2.894 -0.619 6.496
H 2.412 -2.057 5.672
H 6.090 -1.393 6.503
H 5.286 0.172 6.228
H 6.305 -0.461 4.930
H 4.089 -3.210 4.062
H 5.116 -3.386 5.367
H 7.081 -2.402 3.834
H 5.906 -2.154 2.581
H 6.153 -3.714 3.409
H 4.565 -0.402 3.207
H 3.968 0.626 4.370
H 2.247 -0.084 2.535
H 1.786 -0.500 4.152
H 0.998 -3.588 2.461
H 1.162 -2.191 1.468
H 0.309 -2.112 3.010
C 6.768 4.102 4.094
C 5.689 5.044 3.381
N 5.062 4.467 2.054
C 4.053 5.580 1.553
C 6.185 4.187 1.006
C 7.056 5.453 0.510
C 4.348 3.105 2.407
C 3.493 2.405 1.360
O 2.358 3.222 1.075
C 1.766 2.964 -0.237
H 6.280 3.186 4.427
H 7.364 4.603 4.857
H 7.609 3.840 3.453
H 6.242 5.939 3.096
H 4.850 5.122 4.072
H 4.613 6.472 1.274
H 3.332 5.767 2.348
H 3.539 5.196 0.671
H 5.552 3.737 0.241
H 6.697 3.392 1.548
H 7.725 5.910 1.240
H 6.459 6.249 0.065
H 7.610 5.194 -0.392
H 3.783 3.309 3.317
H 5.169 2.482 2.760
H 3.232 1.392 1.668
H 4.224 2.152 0.592
H 2.381 3.034 -1.135
H 1.000 3.683 -0.526
H 1.300 1.982 -0.313
C -5.670 -5.179 4.043
C -4.506 -4.380 3.374
N -3.245 -4.207 4.339
C -1.968 -3.758 3.568
C -3.586 -3.133 5.435
C -2.521 -2.836 6.531
C -2.961 -5.476 5.158
C -2.651 -6.761 4.443
O -3.593 -7.133 3.473
C -3.307 -8.346 2.854
H -5.531 -6.258 4.121
H -6.467 -5.159 3.299
H -6.068 -4.759 4.967
H -4.769 -3.399 2.980
H -4.042 -4.910 2.542
H -2.290 -2.788 3.188
H -1.793 -4.357 2.674
H -1.028 -3.763 4.120
H -4.600 -3.353 5.769
H -3.726 -2.260 4.797
H -1.553 -2.467 6.192
H -2.314 -3.772 7.050
H -2.999 -2.249 7.316
H -3.848 -5.576 5.784
H -2.086 -5.325 5.790
H -2.574 -7.520 5.221
H -1.641 -6.778 4.033
H -2.891 -9.046 3.578
H -2.574 -8.209 2.059
H -4.210 -8.735 2.383
C 3.513 0.292 -8.135
C 2.628 1.497 -7.683
N 1.590 1.181 -6.566
C 1.005 2.561 -6.288
C 0.383 0.372 -7.111
C -0.652 -0.121 -6.042
C 2.309 0.497 -5.367
C 3.671 1.056 -4.885
O 3.549 2.399 -4.409
C 4.535 2.793 -3.431
H 4.370 0.605 -8.732
H 3.006 -0.457 -8.744
H 4.058 -0.305 -7.405
H 1.943 1.828 -8.464
H 3.243 2.325 -7.330
H 0.166 2.334 -5.630
H 0.677 3.039 -7.212
H 1.775 3.120 -5.758
H 0.857 -0.560 -7.417
H -0.063 0.947 -7.922
H -1.328 -0.781 -6.586
H -1.371 0.582 -5.621
H -0.162 -0.651 -5.226
H 2.350 -0.531 -5.727
H 1.664 0.579 -4.492
H 4.318 1.106 -5.761
H 4.189 0.434 -4.155
H 5.569 2.641 -3.737
H 4.311 2.478 -2.412
H 4.346 3.866 -3.387
B 0.815 -2.038 -1.514
F 0.050 -1.516 -0.515
F 1.955 -1.311 -1.592
F 1.083 -3.364 -1.406
F -0.087 -1.963 -2.523
B -4.555 -1.134 -1.586
F -5.393 -0.807 -0.531
F -3.998 -2.326 -1.288
F -5.164 -0.964 -2.787
F -3.500 -0.212 -1.528
B -1.920 -4.575 -0.323
F -0.881 -5.074 0.365
F -1.657 -3.310 -0.796
F -2.207 -5.364 -1.434
F -3.087 -4.606 0.442
B -0.947 0.999 -2.354
F 0.372 1.190 -2.555
F -1.606 2.216 -2.585
F -1.548 0.024 -3.142
F -1.206 0.545 -1.034
B -2.399 -0.209 1.571
F -2.361 -1.148 0.577
F -3.008 0.984 1.102
F -3.165 -0.723 2.601
F -1.141 0.037 2.141
B -2.661 -3.013 -4.387
F -3.833 -3.761 -4.345
F -1.570 -3.822 -4.677
F -2.889 -2.036 -5.322
F -2.408 -2.393 -3.186
```

***

(2)
Entry from the Open Molecules 2025 dataset: a cluster of 8 separate species, C40H104N8O12 in total in a non-equilibrium geometry (ωB97M-V/def2-TZVPD).

The charge is 0. Its energy is -79643.803 eV. The value obtained for the orbital gap is 9.126 eV. The strongest force on any atom comes out at 5.2 eV/Å. The SMILES is COC[C@H](C)N.COC[C@H](C)N.COC[C@H](C)N.COC[C@H](C)N.COCCNCCOC.COCCNCCOC.COCCNCCOC.COCCNCCOC. For the energy above the lowest of the compared OMol25 structures with the same formula, charge and spin, the calculation gives 382.50 kJ/mol.

```
164
C40H104N8O12 | the Open Molecules 2025 dataset | ωB97M-V/def2-TZVPD
C 2.962 3.864 0.148
O 3.924 2.763 0.312
C 5.239 2.794 -0.226
C 6.109 1.607 0.206
C 6.254 1.581 1.728
N 7.459 1.804 -0.370
H 3.247 4.698 -0.494
H 2.647 4.232 1.124
H 2.099 3.282 -0.175
H 5.066 2.947 -1.291
H 5.641 3.775 0.028
H 5.561 0.709 -0.080
H 6.470 2.552 2.175
H 7.074 0.926 2.023
H 5.338 1.308 2.252
H 7.867 2.531 0.200
H 7.967 0.955 -0.167
C 1.194 0.413 -5.207
O 1.188 -0.079 -6.517
C 1.105 -1.560 -6.523
C 0.716 -2.169 -7.895
C 0.611 -3.742 -8.064
N 1.487 -1.760 -9.066
H 1.743 -0.256 -4.544
H 0.162 0.605 -4.910
H 1.667 1.394 -5.249
H 2.028 -1.983 -6.126
H 0.259 -1.813 -5.885
H -0.317 -1.826 -7.951
H -0.302 -4.164 -8.484
H 0.509 -4.066 -7.028
H 1.544 -4.142 -8.463
H 0.947 -1.633 -9.910
H 1.965 -0.882 -8.921
C 2.915 -3.080 -1.307
O 2.141 -1.863 -1.528
C 2.262 -0.925 -0.426
C 0.946 -0.144 -0.226
C 0.483 0.452 -1.568
N 1.053 0.775 0.947
H 3.897 -2.780 -0.943
H 2.862 -3.895 -2.029
H 2.391 -3.616 -0.516
H 2.614 -1.492 0.435
H 3.095 -0.249 -0.621
H 0.227 -0.941 -0.035
H 0.382 -0.263 -2.385
H 1.189 1.250 -1.798
H -0.456 1.000 -1.488
H 1.640 0.461 1.706
H 1.470 1.671 0.736
C 1.432 -6.781 -1.659
O 0.904 -5.524 -2.106
C -0.177 -5.620 -3.015
C -0.548 -4.198 -3.473
C -0.848 -3.189 -2.385
N -1.735 -4.346 -4.382
H 0.682 -7.500 -1.330
H 2.278 -6.643 -0.986
H 2.000 -7.238 -2.469
H 0.139 -6.197 -3.884
H -1.021 -6.105 -2.523
H 0.192 -3.703 -4.102
H -0.972 -2.325 -3.037
H 0.058 -2.883 -1.861
H -1.746 -3.378 -1.797
H -1.603 -5.265 -4.778
H -2.637 -4.409 -3.932
C -4.445 7.840 -9.444
O -4.982 7.272 -8.347
C -4.101 7.159 -7.217
C -4.673 6.272 -6.086
N -4.761 4.944 -6.598
C -5.435 4.043 -5.600
C -4.838 3.951 -4.117
O -4.516 2.594 -3.825
C -3.151 2.279 -3.766
H -3.414 7.553 -9.651
H -4.369 8.927 -9.478
H -5.142 7.547 -10.229
H -3.825 8.133 -6.815
H -3.173 6.710 -7.572
H -5.662 6.585 -5.753
H -4.065 6.330 -5.183
H -5.259 4.806 -7.465
H -5.289 3.036 -5.992
H -6.515 4.191 -5.617
H -5.585 4.322 -3.416
H -4.016 4.654 -3.980
H -2.551 3.112 -3.400
H -2.712 1.988 -4.720
H -2.903 1.540 -3.005
C 5.836 -2.820 3.298
O 4.742 -2.388 4.091
C 3.487 -3.087 4.074
C 2.389 -2.344 4.886
N 1.674 -1.385 4.059
C 0.721 -0.518 4.740
C 1.422 0.570 5.498
O 2.038 1.510 4.670
C 2.655 2.644 5.319
H 5.539 -3.400 2.425
H 6.445 -3.474 3.922
H 6.464 -2.019 2.908
H 3.663 -4.021 4.607
H 3.115 -3.496 3.135
H 3.036 -1.877 5.628
H 1.836 -3.176 5.322
H 2.343 -0.790 3.592
H -0.029 -0.998 5.368
H 0.133 -0.110 3.918
H 2.120 0.072 6.171
H 0.650 1.090 6.066
H 1.980 3.052 6.072
H 2.895 3.455 4.633
H 3.526 2.453 5.945
C -1.567 3.604 0.752
O -2.180 3.902 1.979
C -1.636 3.198 3.035
C -2.292 3.410 4.352
N -1.491 3.189 5.591
C -2.341 2.784 6.697
C -1.585 2.980 7.987
O -1.017 4.282 8.145
C -1.817 5.501 8.066
H -1.250 2.571 0.613
H -0.867 4.364 0.404
H -2.303 3.876 -0.005
H -0.575 3.447 3.028
H -1.720 2.162 2.706
H -3.262 2.918 4.418
H -2.568 4.464 4.340
H -0.820 3.906 5.826
H -2.684 1.750 6.721
H -3.167 3.482 6.837
H -0.781 2.246 7.928
H -2.167 2.911 8.906
H -2.793 5.289 7.628
H -1.349 6.245 7.422
H -2.007 6.030 9.000
C -2.532 -0.837 1.891
O -2.237 -1.736 2.811
C -1.058 -2.577 2.500
C -1.156 -3.692 3.541
N -2.299 -4.546 3.208
C -2.679 -5.463 4.306
C -1.635 -6.572 4.513
O -2.098 -7.452 5.527
C -3.219 -8.304 5.153
H -1.725 -0.112 1.996
H -3.490 -0.398 2.167
H -2.591 -1.237 0.879
H -0.209 -1.893 2.502
H -1.059 -3.068 1.527
H -1.278 -3.244 4.527
H -0.192 -4.202 3.557
H -3.119 -3.971 3.076
H -3.576 -5.942 3.916
H -2.957 -4.953 5.229
H -0.754 -6.107 4.955
H -1.349 -7.118 3.614
H -3.370 -9.117 5.864
H -3.286 -8.707 4.143
H -4.128 -7.713 5.266
```